Formula: C43H49AsMoN4O2PS5
Source: the Open Molecules 2025 dataset
Level of theory: the ωB97M-V functional and the def2-TZVPD basis

The value obtained for the relative energy (zero: lowest compared OMol25 entry of this formula, charge and spin) is 0.0 kcal per mole. The spin multiplicity is 2. The HOMO-LUMO gap (spin up / spin down) is 0.2484 / 0.2697 hartree. As for the expectation value of S²: 0.7678. Its total charge is +2.

CARTESIAN COORDINATES (ANGSTROEM)
Mo: 1.073 0.125 -0.598
C: 5.744 1.699 3.551
C: 5.193 1.916 2.159
O: 3.766 1.604 2.110
P: 3.227 0.233 1.577
S: 1.283 0.102 2.017
S: 3.520 0.003 -0.424
O: 4.130 -0.819 2.337
C: 4.125 -2.234 2.037
C: 5.547 -2.745 2.046
H: 6.808 1.935 3.550
H: 5.609 0.665 3.863
H: 5.244 2.354 4.263
H: 5.724 1.306 1.425
H: 5.261 2.962 1.871
H: 3.662 -2.396 1.059
H: 3.528 -2.727 2.805
H: 6.139 -2.263 1.268
H: 5.542 -3.821 1.870
H: 6.016 -2.553 3.010
N: 0.803 -1.844 -0.533
S: -0.512 -2.669 -0.475
N: -0.892 0.129 -0.468
S: -1.731 0.866 0.551
N: -1.146 2.266 1.034
S: -0.145 2.927 -0.048
N: 1.011 2.076 -0.510
C: -1.214 3.355 -1.427
C: -2.325 4.148 -1.177
C: -3.212 4.397 -2.211
C: -2.981 3.854 -3.469
C: -1.855 3.078 -3.707
C: -0.959 2.828 -2.679
C: 0.235 4.484 0.710
C: 0.388 5.601 -0.100
C: 0.584 6.831 0.505
C: 0.624 6.924 1.891
C: 0.496 5.790 2.683
C: 0.298 4.553 2.093
C: -3.336 1.153 -0.188
C: -3.585 0.622 -1.443
C: -4.835 0.814 -2.013
C: -5.805 1.524 -1.319
C: -5.541 2.044 -0.057
C: -4.298 1.857 0.522
C: -2.187 0.010 2.047
C: -1.691 0.387 3.283
C: -2.098 -0.319 4.404
C: -3.005 -1.360 4.280
C: -3.525 -1.700 3.036
C: -3.107 -1.020 1.907
C: -0.524 -3.658 1.036
C: -1.663 -4.390 1.330
C: -1.712 -5.102 2.517
C: -0.644 -5.050 3.404
C: 0.493 -4.317 3.089
C: 0.558 -3.613 1.896
C: -0.361 -4.005 -1.682
C: 0.878 -4.556 -1.966
C: 0.954 -5.582 -2.895
C: -0.200 -6.042 -3.517
C: -1.433 -5.473 -3.228
C: -1.518 -4.432 -2.313
H: -2.487 4.556 -0.187
H: -4.080 5.017 -2.032
H: -3.680 4.043 -4.273
H: -1.673 2.681 -4.697
H: -0.056 2.255 -2.837
H: 0.351 5.510 -1.178
H: 0.693 7.716 -0.106
H: 0.749 7.891 2.357
H: 0.541 5.872 3.760
H: 0.181 3.655 2.685
H: -2.798 0.068 -1.937
H: -5.056 0.402 -2.988
H: -6.784 1.666 -1.759
H: -6.309 2.585 0.479
H: -4.076 2.241 1.511
H: -1.009 1.222 3.364
H: -1.721 -0.043 5.379
H: -3.318 -1.910 5.158
H: -4.262 -2.485 2.948
H: -3.508 -1.263 0.929
H: -2.492 -4.414 0.632
H: -2.586 -5.696 2.752
H: -0.700 -5.582 4.344
H: 1.334 -4.308 3.770
H: 1.432 -3.034 1.629
H: 1.757 -4.199 -1.443
H: 1.912 -6.025 -3.129
H: -0.142 -6.854 -4.229
H: -2.327 -5.833 -3.719
H: -2.472 -3.968 -2.094
C: 2.380 1.219 -4.033
As: 1.409 -0.167 -3.062
C: 2.657 -1.623 -3.385
C: 0.011 -0.604 -4.365
H: 2.847 0.757 -4.901
H: 3.153 1.626 -3.382
H: 1.736 2.030 -4.370
H: 2.664 -1.883 -4.442
H: 2.377 -2.491 -2.794
H: 3.654 -1.300 -3.089
H: 0.439 -0.510 -5.362
H: -0.833 0.078 -4.272
H: -0.333 -1.627 -4.219

Atom charges from the Löwdin analysis, given in e for atoms 1 to 6: 0.9894, -0.0598, -0.2383, -0.3136, -0.0567, 0.4169


Formula: C43H49BCsN11O6S2
Source: the Open Molecules 2025 dataset
Level of theory: the ωB97M-V functional and the def2-TZVPD basis

The value obtained for the relative energy (zero: lowest compared OMol25 entry of this formula, charge and spin) is 52.5 kcal per mole. The HOMO-LUMO gap is 0.1820 hartree. Its total charge is -2.

CARTESIAN COORDINATES (ANGSTROEM)
Cs: 0.677 0.119 0.851
N: 1.225 0.214 6.104
C: 0.774 0.777 4.975
N: 1.124 0.038 3.948
C: 1.804 -0.995 4.518
N: 1.895 -0.925 5.833
C: 2.441 -2.088 3.756
C: 2.902 -3.238 4.393
N: 3.509 -4.211 3.727
C: 3.632 -4.041 2.413
C: 3.166 -2.906 1.765
N: 2.582 -1.924 2.444
H: 1.114 0.535 7.049
H: 0.197 1.693 4.954
H: 2.769 -3.361 5.460
H: 4.112 -4.836 1.854
H: 3.226 -2.781 0.684
S: -0.048 3.737 4.702
C: -1.386 3.307 3.818
N: -1.681 3.850 2.637
C: -3.001 3.674 2.023
C: -4.000 3.387 3.105
N: -3.555 2.205 3.831
C: -4.501 1.144 4.147
C: -5.503 0.934 3.044
C: -6.867 0.956 3.302
C: -7.781 0.725 2.280
C: -7.331 0.485 0.991
C: -5.966 0.475 0.726
C: -5.054 0.691 1.746
C: -2.297 2.174 4.292
S: -1.697 0.964 5.246
C: -0.682 4.717 1.988
C: -1.073 5.159 0.605
C: -1.438 6.479 0.359
C: -1.769 6.894 -0.923
C: -1.732 5.987 -1.975
C: -1.367 4.669 -1.735
C: -1.052 4.258 -0.450
H: -2.972 2.866 1.288
H: -3.267 4.601 1.519
H: -4.970 3.185 2.659
H: -4.101 4.235 3.795
H: -4.994 1.345 5.105
H: -3.906 0.242 4.285
H: -7.219 1.154 4.309
H: -8.844 0.741 2.493
H: -8.041 0.313 0.191
H: -5.601 0.304 -0.279
H: -3.991 0.712 1.517
H: 0.250 4.150 1.948
H: -0.474 5.575 2.629
H: -1.437 7.189 1.178
H: -2.039 7.928 -1.103
H: -1.980 6.307 -2.980
H: -1.324 3.953 -2.545
H: -0.808 3.220 -0.265
N: 2.275 3.353 -1.568
H: 3.043 3.687 -2.138
H: 2.593 2.497 -1.120
H: 2.153 4.021 -0.812
C: -0.297 -3.619 0.472
C: -0.775 -4.247 1.743
C: -2.277 -4.384 1.871
O: -0.035 -4.588 2.643
H: -0.754 -4.083 -0.404
H: 0.784 -3.631 0.367
H: -0.666 -2.589 0.480
H: -2.639 -5.106 1.135
H: -2.746 -3.424 1.641
H: -2.543 -4.712 2.873
C: -3.212 -0.273 -1.574
C: -2.646 0.125 -0.207
O: -2.905 1.281 0.213
O: -1.945 -0.732 0.378
H: -3.932 0.461 -1.935
H: -3.671 -1.261 -1.511
H: -2.387 -0.347 -2.285
C: 2.662 -3.904 -8.641
C: 3.767 -4.032 -7.582
C: 4.783 -2.915 -7.826
C: 4.489 -5.374 -7.769
C: 3.152 -3.962 -6.182
C: 2.207 -4.917 -5.805
C: 1.591 -4.903 -4.551
C: 1.944 -3.902 -3.673
O: 1.499 -3.649 -2.421
B: 2.169 -2.449 -1.914
O: 3.060 -2.078 -3.009
C: 2.889 -2.947 -4.030
C: 3.499 -2.957 -5.269
H: 3.088 -3.949 -9.648
H: 2.137 -2.954 -8.528
H: 1.927 -4.704 -8.544
H: 5.196 -3.010 -8.834
H: 5.610 -2.964 -7.116
H: 4.320 -1.930 -7.743
H: 4.929 -5.437 -8.769
H: 3.804 -6.214 -7.646
H: 5.286 -5.484 -7.032
H: 1.929 -5.698 -6.504
H: 0.854 -5.648 -4.279
H: 4.222 -2.189 -5.504
N: 4.665 1.329 2.493
C: 3.744 2.193 1.944
O: 2.938 1.762 1.110
C: 3.787 3.564 2.375
C: 4.708 3.987 3.352
N: 5.487 4.270 4.162
C: 2.873 4.483 1.826
N: 2.124 5.239 1.368
H: 5.146 1.596 3.335
H: 4.447 0.355 2.364

Atom charges from the Löwdin analysis, given in e for atoms 1 to 6: 0.9603, 0.0116, -0.4034, 0.0772, -0.3276, 0.1008


Formula: C43H50N4Tc
Source: the Open Molecules 2025 dataset
Level of theory: the ωB97M-V functional and the def2-TZVPD basis

The HOMO-LUMO gap (spin up / spin down) is 0.1917 / 0.1907 hartree. Its total charge is +1.

CARTESIAN COORDINATES (ANGSTROEM)
Tc: -0.114 -0.403 -0.504
C: 6.453 0.991 0.362
C: 5.861 -0.130 -0.492
C: 4.473 -0.505 0.042
C: 4.145 -1.492 0.921
C: 5.091 -2.439 1.715
C: 4.800 -2.290 3.247
C: 2.747 -1.577 1.004
C: 1.963 -2.413 1.757
C: 0.554 -2.390 1.922
C: -0.284 -3.191 2.776
C: 0.275 -4.077 3.920
C: 1.108 -3.347 4.985
C: -1.582 -2.772 2.680
C: -1.591 -1.704 1.667
C: -2.738 -0.997 1.291
C: -2.869 -0.116 0.143
N: -1.839 0.571 -0.489
C: -2.386 1.425 -1.397
C: -1.629 2.302 -2.266
C: -0.253 2.478 -2.104
N: 0.674 1.403 -1.582
C: 1.939 1.895 -1.714
C: 3.151 1.317 -1.131
C: 3.222 0.039 -0.465
N: 2.152 -0.672 0.010
C: 1.865 3.095 -2.540
C: 0.535 3.520 -2.616
C: -0.052 4.685 -3.308
C: -0.965 5.664 -2.473
C: 3.112 3.644 -3.214
C: 3.709 4.829 -2.431
C: -3.822 1.363 -1.213
C: -4.072 0.425 -0.255
C: -5.289 0.563 0.650
C: -5.183 1.826 1.567
C: -4.661 2.367 -1.891
C: -4.567 3.804 -1.500
N: -0.304 -1.590 1.198
C: -2.483 -2.829 3.864
C: -2.164 -1.585 4.722
H: 5.879 1.063 1.298
H: 6.296 1.978 -0.063
H: 7.510 0.889 0.572
H: 6.494 -0.974 -0.493
H: 5.795 0.216 -1.507
H: 6.122 -2.111 1.562
H: 5.022 -3.473 1.317
H: 4.667 -1.221 3.465
H: 5.655 -2.563 3.871
H: 3.981 -2.864 3.628
H: 2.516 -3.143 2.359
H: 0.882 -4.873 3.484
H: -0.568 -4.640 4.263
H: 1.595 -2.462 4.586
H: 1.897 -4.051 5.320
H: 0.544 -3.034 5.898
H: -3.574 -1.210 1.943
H: -2.160 2.948 -2.951
H: 3.757 2.178 -0.722
H: -0.763 4.320 -4.100
H: 0.716 5.254 -3.863
H: -2.023 5.402 -2.555
H: -0.803 6.653 -2.853
H: -0.663 5.719 -1.452
H: 2.919 4.055 -4.230
H: 3.862 2.840 -3.312
H: 3.116 5.714 -2.656
H: 4.684 5.077 -2.842
H: 3.811 4.602 -1.325
H: -5.413 -0.329 1.278
H: -6.225 0.638 0.091
H: -5.504 1.616 2.586
H: -5.728 2.708 1.182
H: -4.153 2.141 1.775
H: -5.728 2.103 -1.819
H: -4.381 2.363 -2.959
H: -5.076 4.370 -2.291
H: -3.517 4.119 -1.367
H: -5.132 4.050 -0.573
H: -2.399 -3.792 4.405
H: -3.538 -2.780 3.551
H: -1.122 -1.401 4.850
H: -2.598 -1.614 5.705
H: -2.481 -0.656 4.285
H: 0.138 -0.895 -2.431
C: -0.497 -1.865 -1.502
C: -1.389 -2.783 -2.190
C: -1.874 -2.690 -3.469
C: -2.499 -3.727 -4.087
C: -2.523 -5.030 -3.516
C: -1.980 -5.193 -2.225
C: -1.538 -4.075 -1.536
H: -1.617 -1.878 -4.083
H: -2.815 -3.495 -5.117
H: -3.242 -5.785 -3.944
H: -1.844 -6.108 -1.685
H: -1.472 -3.983 -0.416

Atom charges from the Löwdin analysis, given in e for atoms 1 to 6: 1.4422, -0.0851, -0.1649, -0.1147, -0.1383, -0.1316


Formula: C43H51ClF3GeN2O11PSSbSeSiTeTl
Source: the Open Molecules 2025 dataset
Level of theory: the ωB97M-V functional and the def2-TZVPD basis

The value obtained for the relative energy (zero: lowest compared OMol25 entry of this formula, charge and spin) is 41.0 kcal per mole. The HOMO-LUMO gap is 0.2095 hartree. Its total charge is -2.

CARTESIAN COORDINATES (ANGSTROEM)
Tl: 0.169 0.429 0.203
O: 1.248 -1.530 2.147
S: 2.270 -0.623 1.574
O: 3.593 -0.956 2.044
O: 2.193 -0.659 0.071
O: 1.870 0.760 1.957
O: -3.177 -0.536 -5.020
C: -3.920 0.321 -4.369
O: -4.978 0.721 -4.812
C: -3.415 0.816 -3.055
C: -4.094 1.722 -2.260
Cl: -5.702 2.223 -2.493
N: -3.310 2.037 -1.188
N: -2.161 1.325 -1.256
C: -2.194 0.605 -2.361
C: -0.996 -0.223 -2.776
O: -1.103 -0.932 -3.801
O: 0.064 -0.107 -2.116
C: -3.486 3.021 -0.186
C: -2.617 3.035 0.904
C: -2.743 3.985 1.896
C: -3.737 4.948 1.827
C: -4.583 4.959 0.731
C: -4.459 4.019 -0.277
H: -2.285 -0.750 -4.522
H: -1.836 2.298 0.966
H: -2.045 3.984 2.723
H: -3.839 5.689 2.609
H: -5.347 5.719 0.638
H: -5.117 4.080 -1.124
C: 2.244 6.034 0.854
Si: 1.055 5.431 -0.503
C: 1.738 5.885 -2.216
C: -0.658 6.232 -0.274
C: 0.797 3.617 -0.324
C: 0.564 2.438 -0.159
H: 2.361 7.117 0.861
H: 3.230 5.591 0.720
H: 1.883 5.732 1.836
H: 1.733 6.961 -2.389
H: 1.145 5.416 -3.000
H: 2.762 5.534 -2.336
H: -0.662 7.298 -0.500
H: -1.013 6.102 0.747
H: -1.384 5.748 -0.925
C: -5.130 0.691 5.012
Ge: -3.813 -0.592 4.207
C: -2.732 -1.467 5.609
C: -4.732 -1.982 3.153
C: -2.712 0.521 2.992
Se: -0.945 -0.342 2.591
C: -0.073 0.485 4.118
H: -5.852 0.181 5.647
H: -5.674 1.211 4.225
H: -4.614 1.437 5.614
H: -3.290 -2.269 6.088
H: -2.391 -0.776 6.378
H: -1.866 -1.912 5.117
H: -5.309 -2.651 3.788
H: -3.969 -2.568 2.642
H: -5.396 -1.547 2.408
H: -2.555 1.530 3.367
H: -3.231 0.594 2.035
H: -0.670 0.301 5.011
H: 0.057 1.551 3.945
H: 0.903 0.014 4.178
C: -0.302 -4.125 -2.592
C: -1.481 -3.729 -1.716
O: -1.275 -4.017 -0.341
P: -0.320 -3.031 0.586
O: -0.734 -1.645 0.070
Te: -0.989 -4.000 2.628
O: 1.119 -3.411 -0.017
C: 1.966 -4.325 0.659
C: 3.396 -4.117 0.188
H: -0.499 -3.835 -3.623
H: -0.132 -5.202 -2.539
H: 0.589 -3.610 -2.244
H: -2.381 -4.290 -1.997
H: -1.681 -2.660 -1.835
H: 1.629 -5.346 0.435
H: 1.894 -4.154 1.735
H: 3.417 -4.070 -0.901
H: 4.023 -4.936 0.540
H: 3.774 -3.180 0.588
F: 5.780 -4.388 -4.076
C: 5.140 -3.284 -3.598
C: 3.817 -3.075 -3.931
C: 3.189 -1.924 -3.475
C: 3.875 -0.991 -2.703
C: 5.190 -1.260 -2.344
C: 5.835 -2.405 -2.792
Sb: 2.820 0.800 -2.047
C: 4.570 1.662 -1.069
C: 5.740 2.001 -1.741
C: 6.800 2.599 -1.075
C: 6.663 2.856 0.276
F: 7.696 3.460 0.930
C: 5.521 2.529 0.976
C: 4.471 1.929 0.293
C: 3.232 1.856 -3.960
C: 3.601 3.197 -3.962
C: 3.438 4.001 -5.080
C: 2.875 3.447 -6.211
F: 2.686 4.235 -7.309
C: 2.486 2.123 -6.257
C: 2.663 1.344 -5.124
H: 3.291 -3.802 -4.533
H: 2.143 -1.763 -3.703
H: 5.721 -0.578 -1.695
H: 6.858 -2.619 -2.517
H: 5.819 1.802 -2.803
H: 7.713 2.870 -1.588
H: 5.450 2.739 2.034
H: 3.577 1.653 0.835
H: 4.019 3.628 -3.060
H: 3.714 5.047 -5.078
H: 2.030 1.729 -7.155
H: 2.329 0.314 -5.138

Atom charges from the Löwdin analysis, given in e for atoms 1 to 6: 0.7400, -0.5479, 0.2086, -0.3044, -0.4966, -0.4411